Entry 1:
19
Properties=species:S:1:pos:R:3:forces:R:3 method="wB97M-V/def2-TZVPD" energy_ev=-7453.3046 gap_ev=10.27 multiplicity=1 de_lowest_kcal_mol=2.9 charge=0
C 0.88491 -1.21532 -1.10711 0.02 -0.09 0.01
C 0.34849 0.21191 -0.93915 -0.03 0.01 -0.03
C 1.40362 1.10401 -0.31921 -0.01 0.03 0.13
C 1.14999 1.36272 0.96205 0.04 -0.01 -0.14
C -0.14379 0.72766 1.40913 -0.04 -0.05 0.04
C -0.82521 0.35723 0.07305 -0.03 0.02 0.00
C -1.79137 -0.81919 0.16267 -0.01 -0.06 0.00
H 0.14074 -1.88018 -1.55922 0.08 0.11 0.07
H 1.18140 -1.64039 -0.14149 -0.05 0.06 -0.09
H 1.77117 -1.22401 -1.75205 -0.13 0.04 0.09
H 0.04073 0.57539 -1.92893 0.04 -0.02 0.14
H 2.29289 1.41990 -0.86000 -0.12 -0.04 0.10
H 1.79586 1.92796 1.62928 -0.09 -0.08 -0.13
H -0.76517 1.39010 2.02345 0.08 -0.07 -0.11
H 0.05418 -0.16469 2.02213 -0.01 0.08 -0.08
H -1.39499 1.24118 -0.24386 0.10 -0.10 0.03
H -1.29189 -1.72707 0.51897 -0.04 0.12 -0.05
H -2.60822 -0.60061 0.86020 0.13 0.00 -0.09
H -2.24334 -1.04661 -0.80991 0.07 0.05 0.12

***

Entry 2:
19
Properties=species:S:1:pos:R:3:forces:R:3 method="wB97M-V/def2-TZVPD" energy_ev=-7449.6270 gap_ev=10.73 multiplicity=1 de_lowest_kcal_mol=87.7 charge=0
C -1.47303 0.40698 -1.28512 0.08 0.03 0.03
C -0.03391 0.02298 -0.85171 0.12 -0.15 -0.10
C -0.16958 -1.17635 0.10143 -0.26 -0.38 -0.15
C 1.27675 -1.62745 0.41812 0.05 -0.19 -0.02
C 1.35003 -0.37113 1.24375 0.26 -0.03 0.01
C -0.12164 -0.16795 1.31218 -0.20 -0.08 0.25
C 0.67044 0.69572 0.36126 -0.02 0.32 -0.14
H -1.57072 1.26450 -1.96160 0.27 -0.07 0.20
H -2.15846 0.56953 -0.44212 0.33 0.03 -0.02
H -1.87623 -0.45601 -1.83728 0.16 0.18 0.10
H 0.56125 -0.11712 -1.76525 0.03 -0.15 0.19
H -0.95705 -1.90973 -0.06664 0.06 0.05 -0.05
H 1.97190 -1.62275 -0.43158 -0.19 -0.31 0.05
H 1.34052 -2.57036 0.96266 -0.05 0.11 0.10
H 2.04807 -0.11662 2.03971 0.03 0.19 -0.46
H -0.81068 0.09408 2.10709 0.19 -0.16 -0.08
H 1.07769 1.69458 0.44154 -0.41 -0.12 0.21
H -0.69135 2.58670 -0.50432 -0.12 0.43 0.12
H -0.43400 2.80040 0.15787 -0.33 0.30 -0.23

***

Entry 3:
19
Properties=species:S:1:pos:R:3:forces:R:3 method="wB97M-V/def2-TZVPD" energy_ev=-7450.7603 gap_ev=9.91 multiplicity=1 de_lowest_kcal_mol=61.6 charge=0
C 0.73178 -0.72704 1.55774 -1.41 -2.02 3.30
C 0.50413 -0.11399 0.45410 -1.62 1.97 -2.63
C -0.78582 -0.23555 -0.22291 2.62 -0.12 2.58
C -1.38348 -1.35480 -0.42070 -1.69 -1.68 -2.58
C -2.55216 -1.32605 -1.32539 -3.64 -1.75 -0.56
C 1.26232 0.96848 -0.21298 3.53 -0.15 -2.96
C 2.03901 1.88005 0.72067 0.87 0.31 -1.10
H 1.59167 -0.71674 2.15946 1.33 0.40 0.40
H -0.12474 -1.22360 2.10281 1.01 0.14 -1.08
H -1.12355 0.72370 -0.39858 -1.59 1.56 -1.01
H -0.99693 -2.37709 -0.39743 0.54 0.61 0.88
H -3.11586 -2.36203 -1.25713 0.89 2.06 -0.38
H -3.34663 -0.53769 -1.23366 0.75 -0.52 0.86
H -2.31540 -1.14273 -2.37228 0.60 -0.58 -0.17
H 0.79261 1.57338 -1.06881 -0.44 -0.81 1.80
H 2.03504 0.47860 -0.97078 -1.03 0.43 1.72
H 2.99129 2.18876 0.29257 0.13 -0.11 -0.12
H 2.25132 1.51494 1.68840 0.17 -1.01 0.92
H 1.54538 2.78940 0.90489 -1.05 1.26 0.14

***

Entry 4:
19
Properties=species:S:1:pos:R:3:forces:R:3 method="wB97M-V/def2-TZVPD" energy_ev=-7447.3041 gap_ev="6.89 / 8.08" multiplicity=1 de_lowest_kcal_mol=141.3 charge=0
C -1.88062 -0.04470 0.71992 0.00 -0.01 0.09
C -1.33158 -0.57019 -0.60215 -0.22 0.10 0.11
C -0.11119 -0.03672 -1.30737 0.40 0.83 0.01
C 0.86777 1.17516 -0.73713 -0.35 -0.38 -0.33
C 1.04749 0.91968 0.66930 -0.46 0.17 0.04
C 1.48425 -0.42360 0.98811 0.41 0.10 0.39
C -0.05399 -1.33022 -0.69265 -0.22 -0.23 -0.31
H -2.36676 0.93512 0.61378 0.11 -0.16 -0.02
H -2.63904 -0.74748 1.08358 0.08 0.10 -0.06
H -1.12604 0.02617 1.50778 -0.10 -0.03 -0.19
H -2.15321 -0.84402 -1.27622 0.23 -0.04 0.11
H -0.13668 0.11177 -2.38697 -0.04 -0.20 0.13
H 1.76650 0.95125 -1.31960 0.00 0.13 0.02
H 0.49250 2.17088 -0.99263 0.08 -0.20 0.07
H 2.29895 0.40506 1.35359 -0.03 -0.22 -0.04
H 0.53025 1.49518 1.43371 0.18 -0.18 -0.16
H 1.13007 -0.93099 1.88071 0.03 0.03 -0.11
H 2.06079 -0.98627 0.26647 -0.09 0.03 0.06
H 0.12053 -2.27609 -1.20220 0.00 0.17 0.19

***

Entry 5:
19
Properties=species:S:1:pos:R:3:forces:R:3 method="wB97M-V/def2-TZVPD" energy_ev=-7447.4608 gap_ev="7.33 / 8.15" multiplicity=1 de_lowest_kcal_mol=137.7 charge=0
C 1.30525 0.50730 2.54866 0.19 1.22 1.71
C 1.54812 -0.55682 1.63873 -1.19 -0.53 -2.31
C 0.47595 -0.26688 0.44757 1.34 -1.36 0.36
C 0.58546 -1.38197 -0.67364 0.44 0.62 1.36
C -0.38157 -0.96170 -1.62960 -1.94 1.20 -1.56
C -1.26406 -0.21522 -2.11200 1.71 -1.58 0.79
C -2.20098 0.60312 -2.60334 -0.66 0.42 -0.52
H 1.79453 1.46960 2.43368 -0.10 -0.15 0.01
H -1.45559 2.05774 0.06590 -0.12 0.04 -0.12
H 0.53847 0.42800 3.31313 0.11 0.03 -0.14
H 2.53272 -0.54527 1.16060 -0.04 -0.06 0.23
H 1.31029 -1.55574 2.01768 0.19 0.13 0.07
H 0.68689 0.70868 0.01053 -0.05 -0.08 0.03
H -0.53224 -0.27065 0.86217 0.09 0.03 -0.05
H 1.61097 -1.39055 -1.06084 -0.20 -0.07 -0.04
H 0.36716 -2.35626 -0.22163 0.02 0.10 -0.19
H -1.73568 1.82382 -0.58879 0.10 0.17 0.32
H -3.25198 0.46024 -2.37016 0.15 -0.01 -0.04
H -1.93369 1.44257 -3.23864 -0.03 -0.14 0.07

***

Entry 6:
19
Properties=species:S:1:pos:R:3:forces:R:3 method="wB97M-V/def2-TZVPD" energy_ev=-7449.3888 gap_ev=8.34 multiplicity=1 de_lowest_kcal_mol=93.2 charge=0
C -2.31844 -0.81237 0.19013 -0.03 -0.04 0.03
C -1.21014 0.06387 -0.39284 0.06 0.02 -0.06
C -0.08863 0.30578 0.60850 -0.11 0.02 0.00
C 0.82282 -0.85573 1.06931 0.09 -0.08 0.16
C 2.03056 0.06974 1.10166 -0.37 0.01 -0.16
C 1.73929 0.75549 -1.22640 0.01 -0.06 -0.07
C 1.23430 1.01223 0.20794 0.09 0.12 0.11
H -3.11924 -0.98674 -0.53669 0.14 0.02 0.11
H -2.76469 -0.34401 1.07578 0.07 -0.06 -0.13
H -1.92331 -1.78872 0.49585 -0.07 0.14 -0.05
H -0.80766 -0.40891 -1.29956 -0.03 0.06 0.14
H -1.62824 1.03143 -0.70516 0.07 -0.14 0.03
H -0.50769 0.80360 1.49391 0.09 -0.06 -0.17
H 0.97624 -1.59084 0.26256 0.02 0.12 0.10
H 0.61964 -1.42607 1.98263 0.04 0.06 -0.14
H 1.94537 -0.30735 -1.40810 -0.09 0.23 -0.02
H 2.67349 1.30325 -1.38458 -0.17 -0.12 0.00
H 0.99868 1.08987 -1.96123 0.14 -0.02 0.14
H 1.32764 2.08547 0.42629 0.05 -0.23 -0.03